Entry 1:
20
Properties=species:S:1:pos:R:3:lowdin_charge:R:1 method="wB97M-V/def2-TZVPD" multiplicity=1 homo_ev=-0.31 charge=-2 total_energy_ha=-987.70693 homo_lumo_gap_ha=0.2127 largest_force_ev_per_a=4.51
C 0.404 1.816 -0.764 -0.029
C 0.527 0.789 0.469 -0.364
C -0.928 0.566 0.662 -0.058
C -1.493 -0.553 0.204 -0.158
C -3.060 -0.881 0.336 -0.714
O -3.374 -1.982 -0.073 -0.059
O -3.787 -0.001 0.884 -0.127
C -0.675 -1.470 -0.515 -0.054
C 0.703 -1.348 -0.529 -0.155
N 1.288 -0.344 0.172 -0.086
C 2.806 -0.239 0.473 -1.012
O 3.271 0.820 0.835 -0.093
S 3.509 -1.736 0.261 0.419
H -0.069 1.253 -1.491 0.041
H 1.429 2.167 -0.967 0.069
H -0.169 2.510 -0.230 0.037
H 0.803 1.352 1.263 0.093
H -1.462 1.394 1.266 0.138
H -1.068 -2.259 -1.065 0.064
H 1.344 -1.854 -1.191 0.047


Entry 2:
63
Properties=species:S:1:pos:R:3:lowdin_charge:R:1 method="wB97M-V/def2-TZVPD" multiplicity=1 homo_ev=-9.27 total_energy_ha=-2218.07924 homo_lumo_gap_ha=0.3183 largest_force_ev_per_a=2.76
N -0.361 6.506 -5.672 -0.018
C 0.415 5.402 -5.033 -0.215
C -0.574 4.458 -4.205 -0.366
O -0.519 4.931 -2.844 -0.058
C -0.183 2.944 -4.354 -0.098
C -0.682 2.046 -3.165 -0.097
C -1.972 2.326 -2.513 0.004
C -2.495 1.565 -1.386 0.016
C -1.688 0.470 -0.909 -0.065
C -0.387 0.176 -1.567 -0.021
C 0.141 0.908 -2.694 -0.074
C 1.493 0.492 -3.340 -0.123
C 1.523 -1.046 -3.790 -0.231
C 2.919 -1.641 -3.379 -0.586
Cl 2.917 -3.451 -3.177 0.498
C 0.163 -1.038 -0.755 -0.307
O 0.861 -1.950 -1.051 0.137
N -0.456 -0.868 0.591 0.022
N 0.008 0.465 0.942 0.034
C 0.013 0.613 2.176 -0.655
S 0.480 0.702 3.705 0.759
C -1.877 -0.545 0.263 -0.338
O -2.849 -1.003 0.761 0.171
H -0.139 6.517 -6.666 0.061
H -0.095 7.385 -5.228 0.064
H 1.058 4.834 -5.751 0.112
H 1.106 5.893 -4.294 0.120
H -1.590 4.638 -4.662 0.139
H -1.185 5.635 -2.774 0.103
H -0.547 2.555 -5.345 0.139
H 0.943 2.910 -4.383 0.105
H -2.561 3.173 -2.920 0.107
H -3.461 1.763 -0.879 0.117
H 1.601 1.067 -4.301 0.097
H 2.385 0.774 -2.725 0.126
H 1.468 -1.116 -4.912 0.113
H 0.659 -1.626 -3.392 0.094
H 3.657 -1.416 -4.196 0.078
H 3.320 -1.183 -2.444 0.070
C 0.475 -5.110 0.498 -0.065
C 1.541 -5.885 1.256 -0.498
C 2.600 -4.954 1.825 -0.064
O 2.157 -6.829 0.381 -0.059
H 0.914 -4.571 -0.347 0.061
H -0.273 -5.791 0.085 0.080
H -0.027 -4.390 1.147 0.079
H 1.077 -6.452 2.066 0.136
H 3.109 -4.409 1.024 0.080
H 3.365 -5.523 2.358 0.077
H 2.160 -4.229 2.514 0.078
H 2.571 -6.338 -0.339 0.083
C -2.638 0.452 8.833 -0.068
C -1.782 0.505 7.577 -0.502
C -1.880 -0.789 6.785 -0.065
O -0.421 0.741 7.938 -0.062
H -2.306 -0.353 9.495 0.080
H -2.549 1.383 9.397 0.079
H -3.690 0.291 8.588 0.079
H -2.099 1.343 6.952 0.138
H -1.523 -1.637 7.377 0.083
H -1.252 -0.740 5.892 0.046
H -2.909 -0.987 6.478 0.082
H -0.130 0.006 8.491 0.086


Entry 3:
19
Properties=species:S:1:pos:R:3:lowdin_charge:R:1 method="wB97M-V/def2-TZVPD" multiplicity=1 homo_ev=-8.40 total_energy_ha=-725.14841 homo_lumo_gap_ha=0.2195 largest_force_ev_per_a=2.14 relative_energy_kcal_mol=110.74
C -0.149 -1.243 -0.535 0.033
C 1.253 -1.111 -0.820 -0.285
C 1.569 0.323 -0.290 -0.673
S 0.475 1.384 -1.159 0.602
C -0.566 -1.431 0.867 -0.516
N -1.889 -1.177 1.147 0.013
C -2.478 0.110 0.771 -0.082
O 0.185 -1.878 1.702 0.106
H 2.352 3.941 -1.455 -0.011
H -0.907 -1.238 -1.286 0.104
H 1.908 -1.839 -0.341 0.127
H 1.460 -1.087 -1.863 0.093
H 1.349 0.289 0.771 0.055
H 2.620 0.603 -0.398 0.066
H 2.766 4.493 -1.172 0.021
H -2.087 -1.463 2.090 0.130
H -3.564 0.039 0.755 0.080
H -2.162 0.904 1.450 0.089
H -2.137 0.379 -0.234 0.045


Entry 4:
13
Properties=species:S:1:pos:R:3:lowdin_charge:R:1 method="wB97M-V/def2-TZVPD" multiplicity=1 homo_ev=-10.38 total_energy_ha=-683.69637 homo_lumo_gap_ha=0.4070 largest_force_ev_per_a=4.81 relative_energy_kcal_mol=93.79
N 3.061 -0.122 0.274 -0.211
S 1.638 0.037 -0.143 0.537
O 0.810 1.012 0.375 -0.334
O 0.875 -1.295 -0.017 -0.175
H 3.283 0.440 1.099 0.033
H 1.517 0.130 -1.485 0.079
H -0.025 -1.131 0.164 -0.008
C -2.072 -0.480 0.150 -0.103
C -1.743 0.710 -0.360 -0.090
H -2.097 -0.412 1.250 0.075
H -1.981 -1.451 -0.276 0.046
H -1.824 1.505 0.376 0.056
H -1.441 1.058 -1.407 0.096


Entry 5:
54
Properties=species:S:1:pos:R:3:lowdin_charge:R:1 method="wB97M-V/def2-TZVPD" multiplicity=1 homo_ev=-8.24 total_energy_ha=-1927.25857 homo_lumo_gap_ha=0.3027 largest_force_ev_per_a=7.70 relative_energy_kcal_mol=129.58
N -1.981 -2.793 1.573 0.019
C -0.752 -1.921 1.227 -0.481
C 0.412 -2.187 2.208 -0.066
C -1.219 -0.511 1.177 -0.532
S -2.625 -0.646 0.096 0.517
S -3.219 1.011 -0.771 0.445
C -2.591 1.379 -2.411 -0.428
H -2.265 -2.598 2.440 0.013
H -1.760 -3.739 1.725 0.052
H -0.323 -2.138 0.196 0.142
H 0.218 -2.022 3.349 0.097
H 1.371 -1.774 1.817 0.085
H 0.575 -3.228 2.250 0.046
H -0.539 0.331 1.079 0.049
H -1.562 -0.222 2.159 0.081
H -3.307 2.024 -2.682 -0.029
H -1.589 1.721 -2.280 -0.005
H -2.546 0.632 -3.179 0.032
H 0.371 0.570 -1.268 0.118
H 0.174 2.197 -1.045 -0.027
O -0.012 1.377 -0.734 -0.085
H 4.288 0.224 -0.951 0.079
H 4.934 -1.203 -1.182 -0.014
O 4.897 -0.485 -0.686 0.032
H 0.571 -2.381 -4.033 0.025
H 1.935 -2.700 -4.168 0.024
O 1.442 -1.905 -4.063 -0.063
H -2.247 3.396 1.717 -0.004
H -1.347 4.542 1.152 0.088
O -1.806 4.182 1.993 -0.077
H 0.751 0.462 4.050 0.000
H 1.014 -1.058 4.283 -0.044
O 0.715 -0.263 4.650 -0.026
H -3.395 -2.870 -2.240 0.068
H -2.722 -3.939 -1.524 -0.033
O -2.691 -3.524 -2.287 0.015
H 2.570 1.150 -2.816 0.102
H 2.456 -0.298 -3.487 -0.056
O 2.214 0.193 -2.771 -0.063
H 1.626 1.912 2.418 -0.038
H 0.610 2.911 2.453 0.030
O 0.727 2.011 2.187 -0.029
H 3.835 -1.081 2.246 0.015
H 4.610 -0.740 0.944 -0.012
O 4.447 -0.529 1.851 0.002
H -2.001 -1.930 -4.031 0.061
H -1.325 -3.062 -3.420 -0.019
O -1.247 -2.533 -4.182 -0.049
H 4.158 2.336 2.477 -0.049
H 3.776 0.926 2.149 0.012
O 3.468 1.836 2.382 0.003
H 1.808 3.455 0.240 -0.005
H 2.986 4.434 0.369 0.062
O 2.167 4.253 -0.170 -0.082


Entry 6:
8
Properties=species:S:1:pos:R:3:lowdin_charge:R:1 method="wB97M-V/def2-TZVPD" multiplicity=1 homo_ev=-10.43 total_energy_ha=-698.21246 homo_lumo_gap_ha=0.3600 largest_force_ev_per_a=3.37 relative_energy_kcal_mol=40.73
N -1.038 0.069 -0.056 -0.403
O -1.781 -0.859 0.172 0.032
O -1.166 1.249 0.481 -0.064
O 1.155 -1.224 0.265 -0.266
O 1.185 1.254 -0.390 -0.295
P 0.752 -0.157 -0.858 0.836
H 0.474 -1.930 0.129 0.067
H 0.419 1.599 0.258 0.092


Entry 7:
11
Properties=species:S:1:pos:R:3:lowdin_charge:R:1 method="wB97M-V/def2-TZVPD" multiplicity=1 homo_ev=-9.02 total_energy_ha=-591.29503 homo_lumo_gap_ha=0.3680 largest_force_ev_per_a=3.93 relative_energy_kcal_mol=23.83
C -2.820 -1.649 1.322 0.014
C 1.230 0.921 0.234 -0.234
C 0.385 -0.201 -0.206 -0.647
O -3.527 -2.508 1.055 0.013
S -0.053 -0.226 -2.010 0.646
H -0.123 1.109 -2.047 -0.160
H 2.301 0.868 -0.111 0.080
H 0.835 1.994 0.081 0.095
H 1.387 0.801 1.378 0.098
H -0.537 0.039 0.195 -0.005
H 0.923 -1.146 0.109 0.101


Entry 8:
18
Properties=species:S:1:pos:R:3:mulliken_spin:R:1 method="wB97M-V/def2-TZVPD" multiplicity=3 homo_ev="-5.52 / -10.33" total_energy_ha=-578.28277 homo_lumo_gap_ha="0.2346 / 0.2799" largest_force_ev_per_a=3.03 relative_energy_kcal_mol=44.88
C 0.636 1.009 0.164 -0.067
C 2.083 1.277 0.039 -0.032
C 1.377 -1.744 0.122 0.969
C -2.438 -0.067 -1.018 0.047
N 0.080 -0.207 0.191 0.838
O -0.161 1.921 0.295 0.326
Si -1.582 -0.203 0.678 0.003
H 2.366 1.736 0.952 -0.002
H 2.644 0.326 -0.194 0.007
H 2.208 2.014 -0.816 -0.003
H 0.796 -2.525 -0.321 -0.027
H 2.181 -1.176 -0.262 -0.077
H 1.462 -1.828 1.194 0.001
H -3.113 -0.813 -1.494 0.000
H -3.143 0.637 -0.699 0.002
H -1.697 0.261 -1.797 -0.001
H -1.858 -1.521 1.416 0.012
H -1.841 0.904 1.551 0.005